Entry 1:
Formula: C3H6N2O2
Source: the OMol25 dataset
Level of theory: ωB97M-V with the def2-TZVPD basis set

Positions of all 13 atoms, in Å:
N (2.072, 0.826, 0.579)
C (0.653, 0.806, 0.222)
C (-0.084, -0.393, 0.756)
O (0.184, -0.955, 1.784)
N (-1.150, -0.872, -0.018)
C (-1.745, -0.420, -1.177)
O (-2.628, -1.037, -1.709)
H (2.647, 0.551, -0.202)
H (2.236, 0.151, 1.316)
H (0.527, 0.918, -0.857)
H (0.157, 1.683, 0.650)
H (-1.494, -1.792, 0.241)
H (-1.377, 0.534, -1.584)

Results
SMILES: NCC(=O)NC=O
2S+1: 1
Kohn-Sham gap: 10.633 eV
energy relative to the best compared isomer or geometry (same formula, charge and spin): 25.1 kcal per mole



Entry 2:
Formula: C26H76N2O12
Source: the OMol25 dataset
Level of theory: ωB97M-V with the def2-TZVPD basis set

Positions of all 116 atoms, in Å:
N (-4.646, 2.059, -1.363)
C (-3.837, 2.609, -2.340)
N (-4.205, 2.430, -3.603)
O (-2.870, 3.311, -2.044)
H (-4.997, 1.098, -1.528)
H (-4.223, 2.099, -0.467)
H (-3.805, 3.046, -4.336)
H (-5.093, 1.856, -3.746)
C (3.736, -0.254, -2.818)
C (3.029, -1.506, -2.377)
C (3.290, -2.616, -3.330)
O (3.477, -1.906, -1.031)
H (3.549, 0.597, -2.238)
H (3.404, -0.053, -3.854)
H (4.825, -0.480, -2.693)
H (1.941, -1.353, -2.259)
H (3.003, -2.257, -4.311)
H (2.638, -3.447, -3.110)
H (4.336, -2.806, -3.339)
H (2.859, -2.494, -0.619)
C (2.684, 2.177, 1.528)
C (3.356, 1.097, 0.757)
C (4.672, 0.606, 1.331)
O (2.363, 0.050, 0.598)
H (1.836, 2.662, 1.026)
H (3.300, 3.120, 1.640)
H (2.474, 1.753, 2.490)
H (3.617, 1.467, -0.279)
H (4.936, -0.199, 0.652)
H (4.594, 0.172, 2.323)
H (5.393, 1.368, 1.312)
H (2.819, -0.705, 0.192)
C (-0.751, 5.410, 1.040)
C (-2.203, 5.494, 1.525)
C (-3.204, 5.338, 0.437)
O (-2.566, 4.540, 2.659)
H (-0.051, 5.686, 1.839)
H (-0.755, 6.228, 0.330)
H (-0.456, 4.473, 0.587)
H (-2.228, 6.481, 1.996)
H (-3.037, 6.017, -0.421)
H (-4.196, 5.615, 0.816)
H (-3.218, 4.331, 0.062)
H (-2.203, 4.805, 3.532)
C (-0.899, -0.050, 3.916)
C (-1.403, 1.330, 3.950)
O (-1.459, 1.840, 2.600)
H (0.085, -0.189, 3.453)
H (-1.584, -0.656, 3.382)
H (-0.819, -0.579, 4.894)
H (-0.850, 2.027, 4.547)
H (-2.419, 1.305, 4.366)
H (-1.716, 2.806, 2.586)
C (1.792, -3.273, 3.939)
C (2.205, -2.546, 2.727)
O (2.582, -1.210, 3.100)
H (2.585, -3.180, 4.710)
H (1.675, -4.324, 3.654)
H (0.838, -2.917, 4.335)
H (1.452, -2.519, 1.968)
H (3.082, -3.125, 2.416)
H (2.762, -0.614, 2.331)
C (0.660, 2.402, -3.475)
C (0.406, 3.237, -2.219)
O (-0.387, 4.362, -2.521)
H (-0.276, 2.087, -3.863)
H (1.257, 1.468, -3.217)
H (1.241, 2.849, -4.291)
H (1.361, 3.530, -1.734)
H (-0.175, 2.646, -1.502)
H (-1.306, 4.063, -2.413)
C (-1.819, -1.785, -4.074)
C (-2.807, -0.641, -3.844)
O (-3.250, -0.494, -2.495)
H (-1.563, -1.717, -5.149)
H (-2.125, -2.781, -3.730)
H (-0.833, -1.695, -3.667)
H (-3.762, -0.775, -4.449)
H (-2.271, 0.294, -4.133)
H (-2.598, -0.171, -1.833)
C (5.669, -3.241, 1.512)
C (5.564, -4.168, 0.305)
O (5.719, -3.561, -0.971)
H (4.938, -2.406, 1.485)
H (6.685, -2.755, 1.737)
H (5.445, -3.801, 2.395)
H (4.573, -4.653, 0.412)
H (6.258, -5.014, 0.324)
H (5.059, -2.869, -1.055)
C (-0.454, -1.353, -0.168)
C (-0.322, 0.087, -0.503)
O (-1.522, 0.646, -0.970)
H (-0.929, -1.477, 0.844)
H (0.563, -1.676, -0.135)
H (-0.969, -2.000, -0.856)
H (0.459, 0.395, -1.282)
H (0.089, 0.583, 0.424)
H (-2.002, 1.150, -0.328)
C (-2.274, -4.404, -0.942)
C (-2.263, -4.811, 0.516)
O (-1.404, -5.916, 0.694)
H (-2.763, -3.483, -1.096)
H (-2.721, -5.214, -1.509)
H (-1.195, -4.288, -1.221)
H (-3.293, -5.109, 0.911)
H (-1.826, -3.962, 1.131)
H (-1.885, -6.424, 1.344)
C (-4.948, -0.191, 2.352)
C (-3.932, -0.003, 1.280)
O (-3.617, 1.374, 1.074)
H (-5.852, 0.357, 2.214)
H (-4.605, 0.034, 3.352)
H (-5.154, -1.263, 2.329)
H (-4.333, -0.321, 0.323)
H (-3.039, -0.728, 1.483)
H (-2.972, 1.540, 1.763)

Results
SMILES: NC(N)=O.CC(C)O.CC(C)O.CC(C)O.CCO.CCO.CCO.CCO.CCO.CCO.CCO.CCO
2S+1: 1
Kohn-Sham gap: 9.859 eV
energy relative to the best compared isomer or geometry (same formula, charge and spin): 0.0 kcal per mole



Entry 3:
Formula: C25H16CrN5OS5
Source: the OMol25 dataset
Level of theory: ωB97M-V with the def2-TZVPD basis set

Positions of all 53 atoms, in Å:
Cr (0.644, -0.785, -0.055)
S (1.323, -3.104, -0.025)
C (2.397, -3.052, 1.336)
C (2.638, -4.287, 2.033)
N (2.845, -5.277, 2.585)
C (3.044, -1.926, 1.722)
S (2.877, -0.425, 0.843)
C (3.946, -1.922, 2.838)
N (4.661, -1.883, 3.742)
S (-0.421, -1.298, 2.139)
C (-2.059, -0.790, 1.897)
C (-2.917, -0.662, 2.996)
C (-4.215, -0.180, 2.870)
C (-5.041, -0.050, 4.038)
N (-5.695, 0.042, 4.981)
C (-4.691, 0.178, 1.598)
C (-3.864, 0.005, 0.493)
C (-2.566, -0.500, 0.602)
S (-1.623, -0.763, -0.835)
C (-6.000, 0.743, 1.436)
N (-7.049, 1.203, 1.306)
H (-2.548, -0.940, 3.976)
H (-4.231, 0.274, -0.490)
C (-0.664, 1.879, 4.410)
C (-0.714, 2.204, 2.922)
S (0.743, 1.489, 2.103)
O (0.330, 1.344, 0.642)
C (1.844, 2.935, 2.080)
C (1.293, 4.185, 1.411)
H (-1.607, 2.136, 4.895)
H (0.140, 2.425, 4.912)
H (-0.484, 0.811, 4.549)
H (-0.771, 3.272, 2.722)
H (-1.551, 1.710, 2.427)
H (2.703, 2.543, 1.533)
H (2.154, 3.093, 3.117)
H (0.697, 3.913, 0.538)
H (2.112, 4.822, 1.071)
H (0.676, 4.779, 2.086)
N (1.919, -1.956, -9.878)
C (1.813, -1.768, -8.747)
C (1.681, -1.529, -7.337)
C (2.321, -0.441, -6.742)
C (2.191, -0.209, -5.388)
C (1.415, -1.054, -4.580)
C (0.780, -2.149, -5.192)
C (0.909, -2.382, -6.544)
C (1.267, -0.827, -3.187)
C (1.136, -0.646, -1.988)
H (2.923, 0.217, -7.356)
H (2.690, 0.633, -4.929)
H (0.185, -2.806, -4.572)
H (0.416, -3.229, -7.005)

Results
⟨S²⟩: 3.82
total charge: -2
2S+1: 4
Kohn-Sham gap (alpha / beta): 6.017 / 6.099 eV
energy relative to the best compared isomer or geometry (same formula, charge and spin): 0.0 kcal per mole



Entry 4:
Formula: C6H11N3OSi
Source: the OMol25 dataset
Level of theory: ωB97M-V with the def2-TZVPD basis set

Positions of all 22 atoms, in Å:
C (-0.233, 1.467, -1.503)
C (0.200, 0.363, -0.722)
C (2.132, 0.380, -3.107)
C (-1.295, -2.007, 0.532)
C (-1.496, 0.914, 1.709)
C (1.165, -0.728, 2.025)
N (0.251, 1.912, -2.627)
N (1.278, -0.198, -1.406)
N (1.328, 1.379, -3.293)
O (1.839, -1.196, -0.968)
Si (-0.353, -0.398, 0.925)
H (-1.083, 2.050, -1.170)
H (-0.627, -2.742, 0.091)
H (-1.712, -2.439, 1.436)
H (-2.112, -1.841, -0.164)
H (-1.871, 0.559, 2.663)
H (-0.972, 1.848, 1.888)
H (-2.354, 1.130, 1.082)
H (1.948, 0.006, 1.858)
H (0.899, -0.699, 3.078)
H (1.588, -1.704, 1.810)
H (1.481, 1.946, -4.136)

Results
2S+1: 1
Kohn-Sham gap: 8.646 eV
energy relative to the best compared isomer or geometry (same formula, charge and spin): 128.8 kcal per mole



Entry 5:
Formula: C5H10O2
Source: the OMol25 dataset
Level of theory: ωB97M-V with the def2-TZVPD basis set

Positions of all 17 atoms, in Å:
C (-1.557, 1.317, -0.673)
C (-0.864, 0.289, 0.200)
O (-1.011, -1.019, -0.323)
C (0.236, -1.709, -0.272)
C (1.304, -0.633, -0.440)
C (0.625, 0.611, 0.096)
O (1.117, 1.699, 0.277)
H (-2.627, 1.130, -0.763)
H (-1.099, 1.291, -1.668)
H (-1.378, 2.306, -0.242)
H (-1.231, 0.325, 1.239)
H (0.229, -2.444, -1.081)
H (0.348, -2.252, 0.681)
H (2.266, -0.846, 0.032)
H (1.471, -0.405, -1.498)
H (0.964, -0.172, 2.291)
H (1.206, 0.512, 2.142)

Results
SMILES: C[C@H]1OCCC1=O.[H][H]
2S+1: 1
Kohn-Sham gap: 10.586 eV
energy relative to the best compared isomer or geometry (same formula, charge and spin): 56.6 kcal per mole



Entry 6:
Formula: CHFINO2
Source: the OMol25 dataset
Level of theory: ωB97M-V with the def2-TZVPD basis set

Positions of all 7 atoms, in Å:
C (0.179, 0.472, -0.718)
N (-0.220, -1.009, 0.759)
O (-0.791, -0.600, 1.712)
O (0.327, -2.007, 0.438)
F (1.461, 0.465, -0.875)
I (-0.318, 2.250, 0.234)
H (-0.638, 0.429, -1.549)

Results
2S+1: 1
Kohn-Sham gap (alpha / beta): 8.926 / 8.928 eV
energy relative to the best compared isomer or geometry (same formula, charge and spin): 44.5 kcal per mole



Entry 7:
Formula: C5H14N3
Source: the OMol25 dataset
Level of theory: ωB97M-V with the def2-TZVPD basis set

Positions of all 22 atoms, in Å:
C (3.079, 0.580, 0.485)
C (2.343, 0.587, -0.823)
C (1.063, 1.414, -0.910)
C (-0.285, 0.644, -1.024)
N (-0.443, -0.359, -0.044)
C (-1.636, -0.779, 0.534)
N (-1.564, -1.816, 1.346)
N (-2.766, -0.187, 0.261)
H (3.870, 1.345, 0.433)
H (3.676, -0.334, 0.547)
H (2.474, 0.702, 1.375)
H (2.082, -0.423, -1.242)
H (3.075, 0.839, -1.610)
H (1.013, 2.040, -0.015)
H (1.107, 2.020, -1.815)
H (-0.279, 0.176, -2.022)
H (-1.110, 1.348, -1.013)
H (0.337, -0.991, 0.132)
H (-0.709, -2.178, 1.743)
H (-2.406, -2.336, 1.592)
H (-2.822, 0.658, -0.286)
H (-3.640, -0.524, 0.652)

Results
⟨S²⟩: 0.75
total charge: +2
2S+1: 2
Kohn-Sham gap (alpha / beta): 11.848 / 4.943 eV
energy relative to the best compared isomer or geometry (same formula, charge and spin): 49.0 kcal per mole



Number 1: electronic energy -377.9194 Eh. Number 2: electronic energy -2048.5110 Eh. Number 3: electronic energy -4346.8053 Eh. Number 4: electronic energy -764.0436 Eh. Number 5: electronic energy -346.9352 Eh. Number 6: electronic energy -641.3136 Eh. Number 7: electronic energy -362.4567 Eh.